1.
102
Properties=species:S:1:pos:R:3:forces:R:3 method="wB97M-V/def2-TZVPD" homo_lumo_gap_ha=0.3403 total_energy_ha=-26938.79488 total_charge=0 homo_energy_ev=-9.30
C 3.758 0.853 2.104 -0.59 0.34 0.52
C 2.561 0.165 2.752 1.03 -0.20 -0.71
O 1.415 1.033 2.604 -1.04 -0.53 1.20
C 0.240 0.366 2.895 -0.09 -2.23 -0.53
O 0.085 -0.804 2.559 0.37 2.18 0.94
C -0.886 1.072 3.600 0.31 1.08 -0.71
C -2.080 1.211 2.610 -0.32 -0.46 0.65
C -3.323 0.467 3.143 0.61 -0.13 -0.08
C -4.288 0.013 2.054 -0.08 0.12 0.27
C -5.307 1.082 1.607 0.18 0.20 -0.26
N -5.350 2.263 2.482 -0.25 0.15 -0.42
O -4.949 -1.148 2.547 0.04 0.11 -0.13
C -5.530 -1.950 1.534 -0.17 -0.26 0.46
H 3.419 1.394 1.223 0.15 -0.10 -0.18
H 4.526 0.133 1.836 0.06 0.01 0.04
H 4.151 1.589 2.807 0.24 -0.02 -0.11
H 2.390 -0.794 2.267 -0.28 0.33 0.36
H 2.773 -0.009 3.809 -0.30 0.02 0.10
H -0.568 2.052 3.941 0.05 0.12 0.03
H -1.169 0.506 4.486 0.10 -0.23 -0.11
H -1.818 0.737 1.663 0.12 0.31 -0.12
H -2.269 2.277 2.485 -0.10 -0.05 -0.33
H -3.797 1.064 3.915 -0.30 0.02 0.03
H -2.958 -0.443 3.622 -0.08 -0.09 -0.09
H -3.688 -0.266 1.178 0.00 -0.15 0.01
H -6.300 0.634 1.577 0.02 -0.08 0.14
H -5.079 1.375 0.574 0.01 -0.05 -0.05
H -4.605 2.884 2.182 0.14 0.04 0.25
H -6.190 2.781 2.238 -0.03 -0.04 0.23
H -5.586 -1.443 0.571 -0.01 0.01 -0.04
H -4.973 -2.885 1.431 0.18 0.10 -0.15
H -6.535 -2.229 1.858 -0.08 0.11 -0.13
C 1.680 2.718 -1.637 -0.09 0.02 0.04
Cl 2.951 1.671 -2.271 0.04 0.00 0.08
Cl 0.389 2.844 -2.836 0.12 0.03 0.05
Cl 1.036 2.029 -0.144 0.05 0.13 -0.10
Cl 2.354 4.319 -1.310 -0.03 0.00 0.02
C 4.340 0.586 -5.991 -0.08 0.02 0.00
Cl 2.625 0.859 -5.684 0.17 -0.09 -0.01
Cl 4.540 -0.890 -6.935 0.01 0.08 -0.12
Cl 5.001 1.957 -6.887 0.02 0.00 0.02
Cl 5.203 0.424 -4.450 0.05 0.01 -0.06
C 2.228 2.585 6.795 0.11 0.02 -0.06
Cl 2.821 4.230 7.047 0.05 -0.03 -0.13
Cl 3.460 1.425 7.315 0.15 0.24 0.16
Cl 0.737 2.382 7.723 0.02 0.16 0.00
Cl 1.914 2.288 5.078 -0.04 0.25 0.27
C -1.089 1.978 -6.617 0.07 -0.07 -0.08
Cl -2.296 2.397 -7.838 0.12 -0.04 0.11
Cl 0.289 3.074 -6.755 -0.11 0.04 -0.02
Cl -1.802 2.130 -5.009 -0.21 0.01 -0.06
Cl -0.555 0.311 -6.855 0.13 0.14 0.10
C -3.527 -2.548 -8.747 -0.02 0.02 -0.05
Cl -2.713 -3.498 -7.498 0.00 0.00 0.00
Cl -3.125 -0.842 -8.537 -0.18 -0.12 -0.12
Cl -2.990 -3.090 -10.342 0.00 0.00 0.02
Cl -5.275 -2.767 -8.605 0.21 0.03 0.05
C 1.038 -1.629 8.863 0.04 -0.05 -0.06
Cl 1.123 -0.817 7.297 -0.26 -0.36 -0.12
Cl 1.740 -0.590 10.107 -0.01 -0.01 -0.03
Cl -0.645 -1.979 9.265 0.04 0.02 -0.02
Cl 1.956 -3.132 8.746 -0.11 -0.06 0.32
C 4.669 -4.089 5.155 -0.05 -0.01 0.02
Cl 3.432 -3.034 5.842 0.11 0.00 -0.21
Cl 3.911 -5.559 4.534 0.02 0.02 0.01
Cl 5.495 -3.251 3.834 0.23 -0.01 0.21
Cl 5.841 -4.513 6.407 0.00 0.01 -0.01
C 5.194 5.878 3.866 -0.01 -0.01 0.02
Cl 3.853 6.957 4.267 0.00 -0.01 0.00
Cl 4.555 4.311 3.366 -0.01 0.01 -0.02
Cl 6.140 6.578 2.548 -0.01 -0.01 0.02
Cl 6.224 5.668 5.286 -0.01 0.00 0.00
C -3.671 5.416 7.038 0.08 0.03 0.05
Cl -3.474 6.231 5.480 -0.03 -0.11 0.00
Cl -2.962 6.427 8.302 0.00 0.00 0.04
Cl -5.386 5.172 7.373 0.02 -0.02 -0.04
Cl -2.840 3.854 7.013 -0.05 0.06 -0.08
C 4.676 -4.651 -4.412 -0.01 0.11 0.06
Cl 5.485 -5.530 -3.114 0.01 -0.01 -0.05
Cl 5.104 -2.939 -4.319 -0.05 -0.20 0.12
Cl 5.170 -5.284 -5.995 -0.11 0.10 0.10
Cl 2.928 -4.837 -4.232 0.00 0.00 -0.10
C 2.218 -2.788 0.398 -0.36 -0.18 0.00
Cl 3.325 -3.253 1.698 -0.12 0.04 -0.24
Cl 0.555 -2.895 0.974 0.26 -0.58 -0.45
Cl 2.558 -1.128 -0.098 0.03 -0.13 -0.57
Cl 2.443 -3.862 -0.987 0.09 -0.03 -0.03
C -4.792 5.707 -8.163 0.02 0.01 0.04
Cl -6.511 5.952 -7.842 0.01 -0.01 -0.01
Cl -4.584 4.270 -9.174 -0.13 0.08 -0.09
Cl -4.142 7.115 -9.006 0.00 -0.02 0.01
Cl -3.932 5.484 -6.636 -0.01 0.00 -0.02
C 8.661 -8.606 -5.030 -0.02 -0.01 0.00
Cl 7.294 -7.536 -5.353 0.18 -0.15 -0.01
Cl 10.135 -7.899 -5.698 -0.01 -0.01 0.01
Cl 8.846 -8.809 -3.283 0.00 0.00 -0.01
Cl 8.372 -10.181 -5.777 0.00 0.01 0.01
C -9.255 -3.357 -6.740 0.01 0.01 0.04
Cl -10.936 -3.768 -7.092 0.02 0.00 0.00
Cl -9.176 -1.735 -6.047 0.00 -0.01 -0.01
Cl -8.589 -4.522 -5.593 0.00 0.01 -0.01
Cl -8.314 -3.402 -8.236 -0.21 -0.05 -0.03



2.
37
Properties=species:S:1:pos:R:3:forces:R:3 method="wB97M-V/def2-TZVPD" homo_lumo_gap_ha=0.3401 total_energy_ha=-937.47087 total_charge=0 homo_energy_ev=-8.65 relative_energy_kcal_mol=68.03
C 1.538 3.132 2.478 -0.06 0.06 0.10
C 2.229 1.951 3.046 0.39 -0.58 0.20
N 2.458 1.827 4.326 -0.57 1.17 0.03
O 3.082 0.639 4.521 0.39 -0.83 -0.13
C 3.238 0.016 3.345 -0.35 0.52 -0.78
C 3.906 -1.308 3.325 0.00 0.14 0.10
C 2.721 0.806 2.350 0.18 -0.44 0.44
C 2.666 0.532 0.889 0.40 0.29 0.17
O 1.336 0.162 0.492 -0.02 -0.38 0.20
C 0.651 1.016 -0.271 -0.35 -0.08 -0.22
O 1.087 2.054 -0.692 0.01 0.18 -0.06
C -0.741 0.491 -0.534 -0.09 0.09 -0.30
C -1.263 0.990 -1.888 0.45 0.18 0.19
O -2.617 0.672 -2.095 -0.29 -0.19 -0.01
C -2.970 -0.591 -2.477 -0.20 -0.08 -0.04
C -4.340 -0.800 -2.642 0.14 0.14 0.06
C -4.818 -2.031 -3.038 0.02 0.05 0.02
C -3.941 -3.078 -3.277 0.04 -0.17 -0.05
C -2.584 -2.874 -3.117 -0.11 -0.10 -0.03
C -2.092 -1.641 -2.718 0.21 0.29 0.08
H 0.491 2.893 2.291 -0.06 0.05 -0.06
H 1.987 3.421 1.530 -0.01 0.06 -0.03
H 1.585 3.957 3.182 -0.03 0.09 0.01
H 3.303 -2.027 2.774 0.00 -0.07 0.01
H 4.881 -1.234 2.843 0.05 -0.05 0.02
H 4.044 -1.655 4.345 0.03 -0.10 0.02
H 2.961 1.418 0.315 0.02 -0.27 0.07
H 3.313 -0.311 0.634 -0.09 0.12 -0.05
H -0.738 -0.597 -0.471 -0.02 0.07 0.04
H -1.398 0.869 0.254 0.03 -0.03 0.02
H -0.637 0.611 -2.704 -0.07 0.07 0.04
H -1.218 2.082 -1.903 0.06 -0.21 -0.05
H -5.008 0.026 -2.454 -0.08 0.10 0.02
H -5.881 -2.176 -3.162 -0.09 0.00 -0.01
H -4.314 -4.042 -3.586 -0.03 -0.08 -0.03
H -1.890 -3.681 -3.301 0.05 -0.05 -0.01
H -1.025 -1.519 -2.608 0.08 0.05 0.03



3.
16
Properties=species:S:1:pos:R:3:forces:R:3 method="wB97M-V/def2-TZVPD" homo_lumo_gap_ha=0.2866 total_energy_ha=-362.65349 total_charge=-1 homo_energy_ev=-3.56 relative_energy_kcal_mol=33.82
C -0.762 0.085 0.012 1.67 -2.09 1.45
O 0.443 -0.360 0.631 -0.40 1.04 -0.03
C -0.756 -0.079 -1.511 -3.64 -2.55 1.97
N -0.859 -1.536 -1.887 0.38 -0.17 2.44
H -1.466 -0.593 0.548 -0.89 0.27 -1.14
H -1.073 1.080 0.289 0.05 0.95 0.07
H -1.670 0.394 -1.783 -0.96 0.53 -0.88
H -0.003 0.245 -2.093 2.77 1.89 -1.19
H 0.125 -1.803 -1.653 -0.99 -0.31 -0.28
H -1.367 -1.892 -1.014 0.77 0.01 -1.75
H 0.978 0.863 -0.100 0.40 -1.73 1.46
H 2.372 1.532 -0.496 -1.99 -0.33 -0.14
O 1.399 1.472 -0.718 3.02 2.73 -1.60
H 1.055 -0.287 3.927 -0.34 0.85 -1.30
H 0.802 0.363 2.423 -0.22 -0.74 0.94
O 0.783 0.516 3.425 0.35 -0.35 -0.03